--- i ---
Here is the molecule C2H2FNO from the Open Molecules 2025 dataset. Energies are from ωB97M-V with the def2-TZVPD basis set.

The geometry in ORCA input format:
```
! wB97M-V def2-TZVPD RIJCOSX def2/J DEFGRID3
* xyz 0 1
C 0.58 0.06 0.05
C -0.71 0.31 -0.50
N 1.32 -0.50 0.90
O 2.19 -1.05 1.79
F -0.84 0.63 -1.78
H -1.13 1.17 -0.03
H -1.40 -0.61 -0.43
*
```

Computed properties:
E_LUMO in eV: -0.289
HOMO level in eV: -10.16
SMILES string: [O-][N+]#CCF

***

--- ii ---
Here is a cluster of 2 separate species, C2H2FNO in total from the Open Molecules 2025 dataset. Energies are from ωB97M-V with the def2-TZVPD basis set.

The geometry in ORCA input format:
```
! wB97M-V def2-TZVPD RIJCOSX def2/J DEFGRID3
* xyz 0 1
C -0.37 1.17 1.23
C 0.21 -0.82 -0.85
N 0.13 0.27 1.76
O -0.80 -0.19 -0.97
F 0.46 -1.83 -1.70
H -0.57 2.02 0.68
H 0.93 -0.61 -0.16
*
```

Computed properties:
E_LUMO in eV: 0.970
HOMO level in eV: -11.74
SMILES string: O=CF.C#N

***

The structure with the greatest stability is ii.

***

--- i ---
Here is a cluster of 2 separate species, C5H6NO in total from the Open Molecules 2025 dataset. Energies are from ωB97M-V with the def2-TZVPD basis set.

The geometry in ORCA input format:
```
! wB97M-V def2-TZVPD RIJCOSX def2/J DEFGRID3
* xyz 1 1
C 1.18 -1.15 -0.21
C -0.20 -1.01 0.04
C 0.79 1.07 0.22
C -3.23 0.50 -0.32
C 1.80 0.08 -0.06
N -0.39 0.27 0.28
O -3.81 -0.39 -0.69
H 1.52 -2.18 -0.41
H 1.16 1.73 1.16
H 0.49 1.92 -0.43
H -0.93 -1.77 0.00
H -1.24 0.70 0.57
H 2.87 0.23 -0.15
*
```

Computed properties:
E_LUMO in eV: -5.483
HOMO level in eV: -15.42

***

--- ii ---
Here is the ion C5H6NO with charge +1 from the Open Molecules 2025 dataset. Energies are from ωB97M-V with the def2-TZVPD basis set.

The geometry in ORCA input format:
```
! wB97M-V def2-TZVPD RIJCOSX def2/J DEFGRID3
* xyz 1 1
C -0.55 0.24 0.31
C -1.70 1.06 0.31
C 1.45 -1.35 -0.54
C 1.85 -0.80 0.76
C 0.51 -0.40 0.18
N -2.63 1.71 -0.97
O -2.28 1.55 -2.05
H -2.52 0.64 0.89
H -1.44 2.06 0.70
H 1.86 -0.95 -1.45
H 1.09 -2.37 -0.60
H 1.81 -1.41 1.65
H 2.57 0.01 0.80
*
```

Computed properties:
E_LUMO (alpha / beta) in eV: -6.312 / -6.312
HOMO level (alpha / beta) in eV: -14.20 / -14.20

***

The structure with the greatest stability is i.

***

--- i ---
Here is a cluster of 10 separate species, C16H52N4O10 in total from the Open Molecules 2025 dataset. Energies are from ωB97M-V with the def2-TZVPD basis set.

The geometry in ORCA input format:
```
! wB97M-V def2-TZVPD RIJCOSX def2/J DEFGRID3
* xyz 0 1
C 0.23 -1.71 -3.02
C -0.15 -3.14 -2.68
O -0.63 -3.08 -1.36
H 0.88 -1.25 -2.29
H -0.70 -1.08 -3.13
H 0.75 -1.73 -3.98
H 0.75 -3.78 -2.68
H -0.95 -3.36 -3.39
H -0.87 -3.87 -0.87
C -4.28 3.26 0.11
C -2.99 3.77 0.84
O -2.76 2.87 1.82
H -4.10 2.36 -0.41
H -4.73 3.94 -0.53
H -5.08 3.15 0.82
H -3.12 4.58 1.51
H -2.10 3.88 0.22
H -2.99 3.14 2.70
C 0.45 -3.88 2.16
C -0.50 -4.67 1.33
O 0.34 -5.46 0.49
H 0.02 -2.98 2.73
H 1.19 -3.45 1.50
H 0.90 -4.55 2.98
H -1.23 -4.07 0.74
H -0.95 -5.31 2.03
H 1.07 -5.78 0.99
C 0.89 3.69 -1.09
C -0.11 4.56 -1.81
O -0.62 5.52 -0.96
H 1.81 4.30 -1.13
H 1.05 2.85 -1.69
H 0.73 3.50 -0.05
H -1.01 4.01 -2.04
H 0.26 4.98 -2.81
H -1.47 5.72 -1.33
C 3.59 -3.52 0.24
C 2.64 -3.16 -0.86
O 3.44 -2.27 -1.73
H 3.11 -4.29 0.80
H 3.92 -2.74 0.99
H 4.46 -4.05 -0.10
H 1.76 -2.67 -0.50
H 2.26 -4.09 -1.31
H 2.92 -2.11 -2.49
C 2.40 0.56 0.02
C 2.97 -0.14 1.22
O 2.02 -1.05 1.72
H 2.46 -0.08 -0.91
H 3.03 1.39 -0.31
H 1.42 0.94 0.06
H 3.32 0.58 1.93
H 3.85 -0.59 1.07
H 2.56 -1.72 2.09
C 0.95 2.65 2.42
O 2.28 3.08 2.27
N 0.03 3.50 2.57
N 0.62 1.38 2.53
H 0.19 4.48 2.27
H -0.88 3.18 2.42
H -0.12 1.16 3.15
H 1.25 0.63 2.27
C -1.16 0.00 -0.24
O -2.28 -0.14 -1.10
N -1.04 1.07 0.52
N -0.29 -0.95 0.03
H -1.92 1.57 0.63
H -0.21 1.26 1.17
H -0.38 -1.72 -0.59
H 0.59 -0.86 0.46
C -3.03 -1.00 2.26
O -1.87 -1.73 2.24
H -2.72 0.02 2.17
H -3.73 -1.14 3.11
H -3.57 -1.23 1.32
H -1.40 -1.43 1.43
C -0.28 1.48 -3.69
O -1.60 1.47 -3.29
H -0.02 2.47 -4.22
H -0.18 0.69 -4.34
H 0.36 1.40 -2.85
H -1.70 0.82 -2.62
*
```

Computed properties:
E_LUMO in eV: 0.203
HOMO level in eV: -9.12
SMILES string: NC(N)=O.NC(N)=O.CCO.CCO.CCO.CCO.CCO.CCO.CO.CO

***

--- ii ---
Here is a cluster of 10 separate species, C16H52N4O10 in total from the Open Molecules 2025 dataset. Energies are from ωB97M-V with the def2-TZVPD basis set.

The geometry in ORCA input format:
```
! wB97M-V def2-TZVPD RIJCOSX def2/J DEFGRID3
* xyz 0 1
C 5.10 0.95 -0.01
C 4.31 1.36 -1.30
O 2.97 0.85 -1.27
H 4.67 1.52 0.81
H 6.17 1.29 -0.07
H 5.03 -0.08 0.30
H 4.86 1.00 -2.09
H 4.36 2.45 -1.36
H 2.47 1.29 -1.99
C 0.39 -1.69 -0.60
C 0.95 -1.15 0.70
O 2.42 -1.10 0.67
H 0.78 -1.15 -1.46
H -0.68 -1.81 -0.71
H 0.77 -2.68 -0.82
H 0.64 -1.82 1.52
H 0.53 -0.17 0.99
H 2.60 -0.46 0.00
C 2.92 3.37 3.39
C 2.41 2.81 2.09
O 1.02 2.57 2.13
H 3.93 3.81 3.23
H 3.06 2.54 4.13
H 2.29 4.13 3.80
H 2.92 1.86 1.86
H 2.54 3.55 1.33
H 0.67 2.48 1.19
C -2.24 -2.89 3.18
C -2.23 -1.45 2.90
O -1.84 -0.85 4.14
H -1.17 -3.31 3.32
H -2.62 -3.41 2.34
H -2.94 -3.11 3.95
H -3.20 -1.00 2.66
H -1.61 -1.21 2.06
H -1.92 0.10 4.00
C -4.10 -2.54 0.23
C -5.24 -1.86 -0.56
O -4.88 -0.61 -0.90
H -3.10 -2.12 0.05
H -4.08 -3.66 0.03
H -4.27 -2.51 1.32
H -6.13 -1.70 0.09
H -5.56 -2.46 -1.37
H -5.64 -0.24 -1.32
C 1.38 -0.70 -4.59
C 0.28 -0.09 -5.51
O 0.55 1.30 -5.50
H 1.29 -1.77 -4.41
H 1.48 -0.14 -3.67
H 2.34 -0.46 -4.99
H -0.64 -0.32 -5.05
H 0.31 -0.44 -6.55
H -0.13 1.67 -6.07
C 0.19 1.81 -1.77
O 0.24 2.32 -0.49
N 0.87 2.23 -2.81
N -0.64 0.91 -2.04
H 1.49 3.04 -2.55
H 0.70 2.03 -3.81
H -1.22 0.49 -1.31
H -0.69 0.43 -2.90
C 2.11 -0.34 4.67
O 2.47 -1.53 5.26
N 1.57 0.60 5.40
N 2.24 -0.04 3.39
H 1.39 0.40 6.40
H 0.96 1.37 4.93
H 2.68 -0.72 2.71
H 2.01 0.87 3.11
C -2.36 -1.95 -3.15
O -2.72 -0.65 -3.48
H -1.32 -2.05 -3.43
H -2.89 -2.68 -3.86
H -2.39 -2.20 -2.12
H -3.53 -0.45 -3.01
C -2.40 1.26 1.03
O -2.48 0.30 0.01
H -2.57 2.24 0.60
H -1.42 1.16 1.44
H -3.13 1.10 1.82
H -3.38 0.15 -0.29
*
```

Computed properties:
E_LUMO in eV: -0.109
HOMO level in eV: -8.04
SMILES string: NC(N)=O.NC(N)=O.CCO.CCO.CCO.CCO.CCO.CCO.CO.CO

***

The structure with the greatest stability is ii.

***

--- i ---
Here is the molecule CH5BrN2 from the Open Molecules 2025 dataset. Energies are from ωB97M-V with the def2-TZVPD basis set.

The geometry in ORCA input format:
```
! wB97M-V def2-TZVPD RIJCOSX def2/J DEFGRID3
* xyz 0 1
C -0.45 -1.02 0.16
N -0.10 1.26 -0.02
N 0.39 0.14 0.44
Br 2.36 -0.13 -0.16
H 0.07 -1.90 0.58
H -1.45 -0.89 0.42
H -0.49 -1.01 -0.86
H 0.17 2.12 0.41
H -0.51 1.44 -0.96
*
```

Computed properties:
E_LUMO in eV: 0.196
HOMO level in eV: -8.60
SMILES string: CN(N)Br

***

--- ii ---
Here is a structure of composition CH5BrN2 from the Open Molecules 2025 dataset. Energies are from ωB97M-V with the def2-TZVPD basis set.

The geometry in ORCA input format:
```
! wB97M-V def2-TZVPD RIJCOSX def2/J DEFGRID3
* xyz 0 1
C 0.09 -0.90 0.27
N 0.12 1.39 0.02
N 0.60 0.38 0.64
Br 2.98 0.03 -0.04
H -0.61 -0.68 -0.72
H 0.90 -1.76 0.21
H -0.51 -1.18 1.12
H 0.20 2.33 0.38
H -0.21 1.32 -1.04
*
```

Computed properties:
E_LUMO (alpha / beta) in eV: -0.959 / -0.936
HOMO level (alpha / beta) in eV: -8.59 / -8.61

***

The structure with the greatest stability is i.